A molecular structure, C8H66B3ClO31 at a distorted geometry. Source: the OMol25 dataset; level of theory: ωB97M-V/def2-TZVPD.

```
109
Properties=species:S:1:pos:R:3
C 0.181 2.749 3.285
C 0.033 1.642 2.210
C 0.554 1.802 0.917
C 0.396 0.770 0.022
C -0.268 -0.375 0.409
C -0.431 -1.540 -0.607
B 0.758 -2.508 -0.349
O 2.028 -2.340 -0.954
B 2.817 -1.921 0.103
O 2.904 -2.830 1.192
B 1.646 -3.312 1.507
Cl 1.285 -3.560 3.224
O 0.693 -3.586 0.557
C -0.788 -0.521 1.664
C -0.640 0.509 2.578
H 0.813 2.359 4.088
H -0.776 3.032 3.722
H 0.738 3.574 2.841
H 1.067 2.697 0.592
H 0.769 0.823 -0.994
H -0.409 -1.142 -1.621
H -1.398 -2.019 -0.443
H 3.315 -0.849 0.109
H -1.310 -1.445 1.898
H -1.070 0.396 3.570
O 5.791 -3.184 -1.896
H 4.955 -3.156 -1.423
H 6.112 -4.079 -1.742
O -4.106 1.214 2.818
H -4.523 0.834 2.039
H -3.173 0.980 2.723
O -2.843 3.849 1.779
H -3.475 3.547 2.441
H -3.385 4.324 1.139
O 3.081 2.218 2.562
H 4.014 2.326 2.353
H 2.937 1.265 2.510
O 3.278 -4.127 -2.755
H 2.608 -3.565 -2.332
H 2.875 -5.005 -2.779
O 6.000 -1.810 -4.443
H 5.780 -2.158 -3.561
H 5.854 -2.563 -5.030
O -0.935 2.759 -1.894
H -1.371 2.624 -2.745
H -1.042 3.700 -1.727
O 1.590 5.171 1.251
H 1.952 5.653 0.501
H 2.346 4.699 1.620
O -2.886 6.478 3.260
H -2.764 7.293 2.764
H -2.380 5.820 2.763
O -2.013 3.299 -4.757
H -2.545 2.686 -5.273
H -1.431 3.710 -5.409
O -2.545 -1.821 -2.907
H -2.395 -0.997 -3.384
H -2.083 -2.484 -3.432
O -0.781 5.290 -7.109
H -1.098 5.726 -7.905
H -0.415 6.005 -6.578
O 3.129 -1.413 -4.117
H 4.072 -1.398 -4.333
H 2.893 -2.344 -4.204
O -4.979 3.644 -0.182
H -5.481 2.998 -0.689
H -4.393 4.047 -0.835
O -3.974 0.029 5.839
H -4.256 0.437 5.014
H -3.620 0.761 6.354
O -3.632 2.748 5.407
H -2.929 3.393 5.260
H -3.816 2.385 4.531
O 5.831 0.039 -6.762
H 4.884 0.017 -6.932
H 5.921 -0.317 -5.869
O -2.401 -4.063 3.542
H -1.470 -4.003 3.308
H -2.606 -4.991 3.396
O 4.331 -7.055 -3.127
H 5.130 -7.222 -2.611
H 4.598 -6.370 -3.749
O -5.782 5.014 4.803
H -5.389 5.483 4.058
H -5.050 4.500 5.162
O -5.582 -2.081 -3.950
H -4.792 -2.220 -3.414
H -5.319 -1.404 -4.580
O 4.199 -0.603 3.132
H 4.019 -0.953 4.010
H 4.080 -1.349 2.535
O -4.794 6.290 0.450
H -5.513 6.822 0.802
H -5.130 5.380 0.464
O 8.428 -3.869 -4.367
H 8.762 -3.648 -3.492
H 7.858 -3.122 -4.590
O -6.491 1.006 6.944
H -6.334 1.814 6.446
H -5.992 0.332 6.461
O 7.412 -6.998 -2.099
H 7.746 -6.513 -2.863
H 8.156 -7.540 -1.819
O -4.949 -2.621 -0.522
H -5.499 -3.225 -1.031
H -4.365 -2.225 -1.178
O -0.633 -6.153 2.286
H -0.254 -5.650 1.557
H 0.088 -6.714 2.590
```

Values from the calculation:
LUMO: -0.025 hartree
total energy: -3211.9062 Eh
HOMO energy: -8.9372 eV
F_max: 0.04650 Eh/bohr
energy above the lowest of the compared OMol25 structures with the same formula, charge and spin: 13.92 kcal per mole

A molecular structure, C8H6AsCl3MoO2S4 at a distorted geometry. Source: the OMol25 dataset; level of theory: ωB97M-V/def2-TZVPD.

```
25
Properties=species:S:1:pos:R:3
Mo 0.297 2.336 0.459
S 1.642 2.918 -1.419
As 2.392 3.916 0.331
S 2.331 2.165 1.638
S 0.021 4.476 0.946
S 3.742 5.380 0.732
Cl -4.542 1.909 -0.098
C -3.413 3.206 -0.426
Cl -1.926 2.639 -1.246
H -3.107 3.669 0.505
H -3.870 3.923 -1.097
Cl 2.400 -5.588 -0.490
C 1.459 -4.148 -0.267
C 2.087 -2.914 -0.324
C 1.334 -1.766 -0.140
C -0.034 -1.861 0.094
C -0.648 -3.109 0.147
C 0.096 -4.260 -0.034
C -0.886 -0.658 0.305
O -2.068 -0.680 0.504
O -0.192 0.497 0.241
H 3.150 -2.857 -0.509
H 1.812 -0.797 -0.184
H -1.712 -3.161 0.330
H -0.366 -5.236 0.003
```

Values from the calculation:
LUMO (spin up / spin down): -0.067 / -0.066 hartree
total energy: -5736.2795 Eh
HOMO energy (spin up / spin down): -8.8380 / -8.8370 eV
F_max: 0.02408 Eh/bohr
energy above the lowest of the compared OMol25 structures with the same formula, charge and spin: 34.09 kcal per mole

A molecular structure, C8H6AuF2NO4. Source: the OMol25 dataset; level of theory: ωB97M-V/def2-TZVPD.

```
22
Properties=species:S:1:pos:R:3
Au -1.328 -0.038 1.251
O 0.192 3.461 -0.371
C -0.157 2.277 -0.012
O -1.033 2.055 0.848
C 0.583 1.155 -0.697
C 1.588 1.227 -1.648
C 2.112 0.018 -2.107
C 1.647 -1.206 -1.620
C 0.639 -1.179 -0.668
N 0.158 -0.017 -0.263
C -0.056 -2.318 0.054
O 0.237 -3.551 -0.161
O -0.941 -2.085 0.903
H -0.301 4.163 0.098
H 1.950 2.176 -2.020
H 2.893 0.027 -2.855
H 2.076 -2.126 -1.995
H 0.924 -3.714 -0.827
F -2.501 1.072 3.380
C -2.692 -0.088 2.792
F -2.285 -1.091 3.530
H -3.703 -0.217 2.388
```

Values from the calculation:
LUMO: -0.361 hartree
total energy: -998.9210 Eh
HOMO energy: -18.4659 eV
net charge: +2
F_max: 0.00309 Eh/bohr
energy above the lowest of the compared OMol25 structures with the same formula, charge and spin: 0.00 kcal per mole

2 unconnected molecules or ions with the total composition C8H6BrIN2OS at a distorted geometry. Source: the OMol25 dataset; level of theory: ωB97M-V/def2-TZVPD.

```
20
Properties=species:S:1:pos:R:3
C 2.693 1.559 -0.014
C 3.497 0.672 0.277
C 1.428 -2.804 -0.406
C 1.336 -1.808 0.550
C 0.868 -2.503 -1.648
C 0.244 -0.358 -0.927
C -1.061 2.668 0.982
C 1.518 2.272 0.048
N 0.640 -0.685 0.341
N 0.398 -1.321 -1.887
O -0.202 0.756 -1.134
S 0.488 1.824 1.330
Br 1.208 3.749 -1.105
I 5.000 -0.706 0.276
H 1.987 -3.625 -0.301
H 1.836 -1.905 1.467
H 0.936 -3.334 -2.348
H -1.302 2.480 -0.057
H -0.919 3.770 0.971
H -1.759 2.104 1.551
```

Values from the calculation:
LUMO (spin up / spin down): -0.076 / -0.076 hartree
total energy: -3762.8976 Eh
HOMO energy (spin up / spin down): -7.6114 / -7.6108 eV
F_max: 0.07242 Eh/bohr
energy above the lowest of the compared OMol25 structures with the same formula, charge and spin: 28.97 kcal per mole

2 unconnected molecules or ions with the total composition C8H6BrNO at a distorted geometry. Source: the OMol25 dataset; level of theory: ωB97M-V/def2-TZVPD.

```
17
Properties=species:S:1:pos:R:3
N 2.167 2.876 -0.305
C 1.758 1.845 -0.133
C 1.371 0.467 -0.315
O 2.108 -0.271 -0.949
C 0.039 0.080 0.124
C -0.725 0.927 0.957
C -2.095 0.669 1.129
C -2.718 -0.296 0.315
C -1.978 -1.148 -0.416
C -0.578 -0.996 -0.538
H -0.371 1.595 1.721
H -2.788 1.066 1.985
H -3.831 -0.371 0.330
H -2.364 -1.881 -1.128
H 0.099 -1.426 -1.270
Br 5.471 -1.732 -0.321
H 4.438 -1.404 -1.187
```

Values from the calculation:
LUMO: -0.041 hartree
total energy: -3012.4033 Eh
HOMO energy: -10.1976 eV
F_max: 0.07180 Eh/bohr
structure (SMILES): N#CC(=O)c1ccccc1.Br
energy above the lowest of the compared OMol25 structures with the same formula, charge and spin: 0.00 kcal per mole

A molecular structure, C8H6Cl3GeN4O5PdS. Source: the OMol25 dataset; level of theory: ωB97M-V/def2-TZVPD.

```
29
Properties=species:S:1:pos:R:3
Pd 0.358 -0.064 0.624
C -4.334 3.195 -0.462
C -2.932 3.593 -0.192
N -2.458 4.802 -0.185
N -1.128 4.624 0.118
C -0.762 3.336 0.280
S 0.740 2.704 0.623
N -1.949 2.677 0.080
N -2.055 1.303 0.119
H -4.897 4.077 -0.759
H -4.789 2.753 0.424
H -4.381 2.435 -1.242
H -0.503 5.405 0.194
H -2.498 0.976 0.971
H -2.540 0.921 -0.690
O 5.216 -3.856 -0.361
C 4.263 -3.110 -0.237
C 2.803 -3.507 -0.250
O 2.372 -4.639 -0.428
C 2.059 -2.273 -0.027
C 2.934 -1.163 0.109
O 2.537 0.025 0.307
C 4.329 -1.611 -0.023
O 5.347 -0.935 0.021
O 0.786 -2.142 0.038
Cl -1.647 -1.262 1.827
Ge -1.820 -2.325 -0.319
Cl -3.106 -4.064 0.502
Cl -3.874 -0.868 -1.073
```

Values from the calculation:
LUMO (spin up / spin down): 0.154 / 0.154 hartree
expectation value of S²: 0.75
total energy: -4887.4370 Eh
HOMO energy (spin up / spin down): -1.2819 / -1.2265 eV
net charge: -2
F_max: 0.01080 Eh/bohr
energy above the lowest of the compared OMol25 structures with the same formula, charge and spin: 7.53 kcal per mole
spin multiplicity: 2

What did the fifth record say?
2 unconnected molecules or ions with the total composition C8H6BrNO at a distorted geometry. Source: the OMol25 dataset; level of theory: ωB97M-V/def2-TZVPD.

```
17
Properties=species:S:1:pos:R:3
N 2.167 2.876 -0.305
C 1.758 1.845 -0.133
C 1.371 0.467 -0.315
O 2.108 -0.271 -0.949
C 0.039 0.080 0.124
C -0.725 0.927 0.957
C -2.095 0.669 1.129
C -2.718 -0.296 0.315
C -1.978 -1.148 -0.416
C -0.578 -0.996 -0.538
H -0.371 1.595 1.721
H -2.788 1.066 1.985
H -3.831 -0.371 0.330
H -2.364 -1.881 -1.128
H 0.099 -1.426 -1.270
Br 5.471 -1.732 -0.321
H 4.438 -1.404 -1.187
```

Values from the calculation:
LUMO: -0.041 hartree
total energy: -3012.4033 Eh
HOMO energy: -10.1976 eV
F_max: 0.07180 Eh/bohr
structure (SMILES): N#CC(=O)c1ccccc1.Br
energy above the lowest of the compared OMol25 structures with the same formula, charge and spin: 0.00 kcal per mole

- Which value of total energy does entry 3 give?
  -998.9210 Eh

- The lowest total energy belongs to which entry?
  C8H6AsCl3MoO2S4

- The highest energy above the lowest of the compared OMol25 structures with the same formula, charge and spin belongs to which entry?
  C8H6AsCl3MoO2S4